No. 1
The following is a quantum chemistry calculation of C30H23IN6O6Re as an isolated structure, from the Open Molecules 2025 dataset.

The HOMO energy (spin up / spin down) is -13.166 / -13.193 eV. The HOMO-LUMO gap (spin up / spin down) comes out at 6.178 / 6.092 eV. As for the spin multiplicity: 2. As for the total charge: +2.

Last column: Mulliken spin population.
Cartesian coordinates (Å):
Re1 -0.809 -0.159 0.599  0.807
C1 1.123 0.361 3.008  -0.010
N1 -0.346 0.298 2.780  0.005
C2 -1.089 -0.580 3.732  0.001
C3 -1.760 -1.666 2.966  0.016
N2 -1.762 -1.649 1.639  -0.013
C4 -2.508 -2.765 1.219  0.002
C5 -2.833 -3.222 -0.052  0.005
C6 -3.603 -4.366 -0.117  0.000
C7 -4.037 -5.035 1.038  0.001
C8 -3.717 -4.584 2.303  0.002
C9 -2.943 -3.434 2.359  0.001
N3 -2.448 -2.699 3.444  0.010
C10 1.807 -0.378 1.908  0.029
N4 1.142 -0.821 0.849  0.032
C11 2.084 -1.445 0.011  -0.002
C12 1.950 -2.119 -1.200  0.004
C13 3.106 -2.613 -1.771  0.000
C14 4.360 -2.458 -1.162  0.000
C15 4.498 -1.813 0.050  0.002
C16 3.333 -1.315 0.616  -0.003
N5 3.107 -0.642 1.818  0.010
H1 1.395 -0.054 3.980  -0.001
H2 1.452 1.402 2.986  0.001
H3 -0.713 1.239 2.889  -0.001
H4 -1.839 0.011 4.261  0.003
H5 -0.414 -0.994 4.482  0.000
H6 -2.505 -2.704 -0.941  0.004
H7 -3.886 -4.757 -1.084  0.000
H8 -4.640 -5.926 0.933  0.000
H9 -4.054 -5.097 3.192  0.000
H10 -2.601 -2.909 4.419  0.000
H11 0.989 -2.278 -1.667  0.001
H12 3.042 -3.143 -2.711  0.000
H13 5.236 -2.862 -1.649  0.000
H14 5.459 -1.704 0.531  0.000
H15 3.813 -0.340 2.473  0.000
O1 -3.169 2.618 -0.545  0.014
C17 -2.181 2.520 0.108  0.016
O2 -1.940 1.315 0.778  0.012
C18 -1.177 3.597 0.323  -0.002
C19 -1.515 4.889 -0.081  0.000
C20 -0.612 5.929 0.078  0.000
C21 0.644 5.694 0.620  0.000
C22 0.958 4.402 1.004  0.002
C23 0.071 3.356 0.873  0.013
N6 2.299 4.105 1.541  0.000
O3 2.525 2.944 1.873  0.000
O4 3.095 5.004 1.609  0.000
H16 -2.490 5.064 -0.516  0.000
H17 -0.884 6.930 -0.226  0.000
H18 1.370 6.486 0.740  0.000
H19 0.397 2.365 1.139  0.001
I1 1.024 0.804 -7.913  0.003
C24 0.604 0.606 -5.895  0.011
C25 -0.200 -0.447 -5.460  -0.005
C26 -0.481 -0.580 -4.116  0.006
C27 0.045 0.341 -3.204  0.009
C28 0.847 1.399 -3.646  0.008
C29 1.125 1.531 -4.990  -0.004
C30 -0.235 0.207 -1.800  0.019
O5 0.168 1.003 -0.896  -0.014
O6 -0.943 -0.784 -1.307  0.007
H20 -0.605 -1.151 -6.173  0.000
H21 -1.116 -1.383 -3.770  0.000
H22 1.243 2.108 -2.932  0.000
H23 1.743 2.344 -5.342  0.000

***

No. 2
The following is a quantum chemistry calculation of C30H23IrN11OS as an isolated structure, from the Open Molecules 2025 dataset.

The HOMO energy (spin up / spin down) is -15.805 / -15.908 eV. The HOMO-LUMO gap (spin up / spin down) comes out at 7.393 / 4.506 eV. As for the spin multiplicity: 5. As for the total charge: +3.

Last column: Mulliken spin population.
Cartesian coordinates (Å):
Ir1 -0.014 0.228 0.170  2.579
N1 -2.000 3.873 -0.421  0.018
C1 -0.805 4.419 -0.878  -0.012
C2 -0.448 5.716 -1.225  0.005
C3 0.861 5.903 -1.612  -0.002
C4 1.780 4.843 -1.657  0.003
C5 1.420 3.559 -1.311  0.015
C6 0.102 3.358 -0.904  -0.015
N2 -0.556 2.211 -0.485  0.094
C7 -1.801 2.571 -0.191  0.011
C8 -2.720 1.611 0.394  0.004
C9 -4.059 1.680 0.608  0.005
S1 -4.609 0.246 1.348  0.012
C10 -3.034 -0.381 1.319  0.019
N3 -2.142 0.427 0.806  0.058
H1 -2.854 4.382 -0.256  0.001
H2 -1.150 6.538 -1.194  0.001
H3 1.193 6.894 -1.889  0.000
H4 2.793 5.048 -1.974  0.000
H5 2.125 2.739 -1.360  -0.001
H6 -4.742 2.479 0.364  0.001
H7 -2.796 -1.354 1.724  0.003
C11 -1.182 -4.743 -2.546  0.001
N4 -0.773 -3.719 -1.582  0.001
C12 -0.862 -2.392 -1.667  -0.017
N5 -0.277 -1.852 -0.603  0.128
C13 0.154 -2.934 0.118  -0.020
N6 -0.130 -4.072 -0.453  0.005
C14 -0.509 -4.576 -3.893  -0.018
C15 -1.130 -5.066 -5.053  0.118
C16 -0.513 -4.975 -6.296  -0.028
C17 0.726 -4.378 -6.416  0.081
C18 1.352 -3.881 -5.258  0.020
C19 0.733 -3.999 -3.999  0.059
C20 2.601 -3.223 -5.354  0.153
N7 3.335 -2.970 -6.442  0.136
N8 4.388 -2.284 -6.057  0.131
C21 4.298 -2.122 -4.733  0.157
O1 3.182 -2.706 -4.250  -0.045
C22 5.170 -1.421 -3.864  0.014
C23 6.279 -0.731 -4.387  0.077
C24 7.095 -0.035 -3.520  -0.029
C25 6.812 -0.012 -2.157  0.112
C26 5.712 -0.701 -1.625  -0.015
C27 5.483 -0.709 -0.128  0.006
N9 4.163 -0.214 0.294  0.005
C28 2.948 -0.698 0.072  -0.014
N10 2.053 0.059 0.707  0.113
C29 2.816 1.026 1.313  0.004
N11 4.089 0.882 1.077  0.006
C30 4.907 -1.415 -2.482  0.055
H8 -2.268 -4.729 -2.639  -0.001
H9 -0.898 -5.690 -2.089  0.002
H10 -1.316 -1.863 -2.489  -0.004
H11 0.667 -2.866 1.065  -0.007
H12 -2.105 -5.533 -4.980  0.000
H13 -1.010 -5.368 -7.173  0.001
H14 1.215 -4.284 -7.376  -0.002
H15 1.255 -3.642 -3.121  0.005
H16 6.476 -0.757 -5.450  -0.002
H17 7.957 0.497 -3.899  0.001
H18 7.466 0.542 -1.494  0.001
H19 6.187 -0.046 0.368  -0.001
H20 5.616 -1.708 0.286  0.000
H21 2.727 -1.599 -0.474  -0.004
H22 2.415 1.799 1.948  0.002
H23 4.084 -2.011 -2.114  0.010

***

Here are the calculated largest force on an atom numbers, same order: 0.4, 0.5 (eV/A).
Here are the calculated ΔE to the lowest compared entry with this formula, charge and spin numbers, same order: 0.00, 9.31 (kJ/mol).
Here are the calculated electronic energy numbers, same order: -62926.60258, -63569.31417 (eV).